Entry 1:
DFT (wB97M-V/def2-TZVPD) results for a molecular structure, C42H51BrCl3CoGeN3O4 at a distorted geometry.

```
106
Properties=species:S:1:pos:R:3:forces:R:3
C 6.640645 -2.201826 -0.450771 -0.087 0.017 0.012
C -4.271901 -0.692228 -2.510847 -0.445 0.053 0.224
H -1.261913 2.192427 -2.969198 0.034 -0.098 -0.048
C 2.940929 -1.331332 -0.229707 -0.198 0.199 0.075
C -1.057911 2.573830 -0.208319 -0.223 0.210 -0.048
C -3.503509 -0.649823 -4.857586 0.015 -0.080 0.021
Ge 0.369447 -3.184284 -1.289378 -0.257 0.191 0.101
C 5.181778 -2.601823 -0.725371 0.070 -0.153 -0.026
H -7.540813 -1.191019 1.922263 0.012 -0.008 -0.005
H -2.039573 3.959146 3.422191 -0.010 0.008 0.030
H 6.979722 -2.535803 0.530445 0.036 0.037 -0.020
H 0.765070 3.497739 -2.067675 0.046 -0.012 -0.022
C 2.059304 -0.760074 0.762789 -0.211 0.061 -0.273
H -4.226373 1.112507 2.293717 -0.028 0.003 0.015
H -2.876541 2.469413 -2.273512 0.006 0.011 -0.012
O 0.433517 -0.955636 -3.565338 0.176 0.091 0.279
H -1.246403 0.485004 4.587810 -0.006 -0.026 -0.001
H 6.142679 0.654157 4.478561 0.015 -0.014 0.010
H -0.392564 -0.864914 -6.179250 0.026 -0.039 0.041
H -5.193258 -1.795776 1.399005 -0.022 0.001 -0.008
H -1.813743 5.234935 0.044314 -0.044 0.034 -0.010
H 2.572470 0.130678 4.801950 -0.021 0.030 -0.013
H 0.520305 4.739211 -0.827789 0.008 0.013 -0.021
N -4.137413 -1.169859 -1.219279 0.244 -0.003 0.041
C -2.215610 4.721370 -0.831561 0.054 -0.015 -0.003
C -1.922897 2.938199 -2.535568 0.089 0.004 0.141
H -0.571935 -0.194121 2.581400 -0.050 0.042 0.028
C 0.070456 4.243975 -1.690492 -0.084 -0.112 0.050
H 1.487465 -1.786026 -5.150625 -0.021 -0.017 0.036
C -0.845404 -0.856028 -4.071270 -0.216 0.015 0.060
C 4.931726 -2.452154 -2.231393 -0.041 0.097 0.106
H 3.284222 1.490405 3.903522 0.001 0.018 0.026
C -2.489125 -0.700185 -5.789321 -0.069 0.021 -0.047
H 6.769190 -1.120014 -0.519312 0.052 -0.013 -0.007
C -1.573545 1.657997 2.025921 -0.032 -0.033 0.091
H 5.005476 -1.407562 -2.540553 -0.027 -0.002 -0.043
H 4.987105 -1.415766 5.520631 0.009 -0.040 0.009
H 5.218178 -2.377753 4.055200 0.004 0.000 0.019
H 4.027401 0.920897 5.397652 -0.017 -0.020 0.023
N -5.457533 -0.207182 -2.743786 0.209 0.190 -0.314
H -8.974147 -0.114299 0.255897 0.010 0.003 0.000
Co 0.679198 -0.812067 -1.539765 -1.007 -1.175 -0.834
H 7.287962 -2.672051 -1.190556 0.010 -0.015 0.010
H -2.073765 -0.121776 -1.320044 0.051 -0.022 0.134
C -1.697448 2.631334 1.005806 0.003 0.104 -0.226
Cl 1.162947 -4.041791 0.525874 0.045 0.148 -0.125
H -2.914428 0.743006 5.081178 0.005 -0.005 0.017
C -0.702005 0.578317 1.836753 0.163 -0.219 -0.187
C -7.952038 -0.349980 -0.009549 -0.113 0.069 -0.078
H -2.320176 5.457608 -1.627963 -0.012 0.003 -0.001
C 4.231180 -1.784348 0.152456 0.212 0.010 0.146
C -3.888711 1.954514 2.901995 0.088 -0.011 -0.048
C 1.535373 -0.923312 -4.488173 0.219 0.010 -0.094
C -7.494292 -0.045958 -1.275300 0.090 -0.029 0.007
C 4.400195 -0.375978 3.719561 0.063 -0.008 0.154
H 3.591404 -2.142972 4.706435 0.008 -0.005 0.018
H -0.883394 2.967823 4.321110 -0.008 0.027 0.026
H -3.439476 -1.833235 -0.914993 0.065 -0.049 -0.091
H -3.212069 4.339921 -0.598758 -0.004 0.040 0.004
C -5.822358 -1.306828 0.665086 0.018 -0.036 0.079
O -1.468388 -0.714078 -1.792748 0.366 -0.125 -0.010
H -4.080020 2.875030 2.350334 -0.020 -0.017 0.004
C 4.994467 -4.081469 -0.340895 0.018 0.085 -0.068
C -1.279088 3.609238 -1.304449 0.005 0.063 -0.040
N 0.829232 -0.547294 0.244643 -0.125 -0.170 0.605
H 1.519822 0.005429 -5.058411 -0.086 -0.001 0.027
H -2.120460 3.693310 -3.297349 -0.023 0.007 0.013
C -6.172215 -0.375329 -1.577344 0.103 -0.264 0.398
H 5.690529 -3.018703 -2.772226 0.013 0.001 0.025
H -4.487012 1.980883 3.812552 -0.030 0.016 -0.004
H 1.848385 0.103401 2.713135 0.054 0.011 0.009
C -5.363151 -0.999968 -0.609533 -0.314 0.222 -0.191
C -7.131704 -0.968472 0.945550 0.048 -0.036 0.036
H 5.697910 -4.697364 -0.904322 -0.013 -0.014 0.000
Br -2.904789 -0.605571 -7.629706 0.023 -0.016 0.103
H -0.086890 4.991044 -2.469090 -0.014 0.011 0.009
C 4.598497 -1.462961 1.440385 0.115 -0.191 -0.403
C 4.558202 -1.662306 4.548284 0.003 0.050 -0.060
H -2.366260 3.461480 1.184847 0.032 -0.082 0.045
H 5.717250 1.115845 2.826389 0.032 0.012 0.016
C -3.192522 -0.714990 -3.498197 0.232 -0.062 -0.099
H 5.181190 -4.231558 0.723834 -0.012 -0.022 -0.002
C -1.859040 -0.776360 -3.124234 -0.044 0.074 -0.129
H 5.584510 -1.764128 1.765493 -0.047 0.013 0.014
H 2.436772 -0.966896 -3.884534 -0.041 -0.064 0.028
C -2.404142 1.803602 3.283459 -0.060 0.007 0.179
Cl 1.189611 -4.354014 -2.900225 -0.002 0.150 0.038
C -1.154819 -0.823998 -5.415908 0.125 0.027 -0.072
H -2.527227 3.192143 4.938173 -0.006 0.011 0.006
C -2.267198 0.597306 4.217233 0.016 0.063 -0.075
H -8.127481 0.417161 -2.019259 -0.011 0.025 0.017
C 5.779323 0.277266 3.522442 -0.079 -0.007 -0.040
H 3.958305 -2.840952 -2.517403 -0.061 0.004 -0.048
H -2.571519 -0.329998 3.727199 0.007 -0.002 0.018
H 3.982647 -4.420878 -0.565666 -0.018 -0.021 0.010
H -4.540344 -0.567131 -5.148900 -0.003 -0.015 -0.010
Cl -1.746011 -3.774729 -1.212861 0.292 0.076 -0.035
C 2.512365 -0.406274 2.031057 0.279 -0.064 0.211
C -1.932234 3.062530 4.033939 0.031 -0.031 -0.092
C -0.209246 1.435183 -0.425406 0.453 -0.147 -0.277
C 3.806766 -0.737372 2.369838 -0.502 0.229 0.124
O 0.402850 1.165386 -1.516726 -0.325 0.806 0.211
C 3.509006 0.600273 4.494584 0.034 -0.072 -0.079
O 2.450788 -1.299222 -1.436147 0.633 -0.211 -0.070
H 6.519020 -0.430501 3.148189 0.000 0.029 -0.030
C -0.038803 0.467412 0.643439 0.019 0.145 0.260
```
Forces are in eV/Å.

Values from the calculation:
multiplicity = 3
HOMO (spin up / spin down) = -10.65 / -10.66 eV
E_tot = -258793.6346 eV
ΔE to the lowest compared entry with this formula, charge and spin = 0.341 eV
frontier orbital gap (spin up / spin down) = 6.5 / 5.1 eV
total charge = +1
⟨S²⟩ = 2.21

Entry 2:
DFT (wB97M-V/def2-TZVPD) results for a molecular structure, C34H24MnN3O3PS.

```
67
Properties=species:S:1:pos:R:3:forces:R:3
O -0.967989 -0.338575 -1.718359 0.121 0.176 -0.253
C -0.391690 2.750528 6.444727 0.066 -0.004 -0.046
H 3.186980 -6.220790 0.385437 -0.005 0.007 0.002
H 3.493558 -3.780011 0.175209 -0.003 -0.004 -0.003
H 2.141647 -1.159903 -6.376558 -0.010 0.003 0.006
C 2.551611 -2.372219 -3.236471 0.023 -0.079 -0.062
C -1.654703 2.718887 7.025340 -0.041 0.138 0.320
H 0.531172 -3.237811 4.301010 -0.006 0.013 0.005
C 1.217877 -0.347399 -4.620310 0.101 -0.120 0.060
S 0.043953 0.581837 -2.369973 -0.341 0.101 0.586
C 2.685540 -2.251160 -4.615822 0.024 -0.025 0.006
H -3.179389 3.894543 0.360033 -0.003 -0.004 0.002
N -2.021670 3.809095 9.352367 0.001 -0.005 0.026
C 2.540224 -4.229334 -0.072888 -0.040 -0.057 0.027
Mn -0.154054 -0.235198 0.142774 -0.087 -0.027 0.614
C 1.762124 -1.479064 -2.528390 -0.032 0.079 -0.035
C 0.085681 -5.385454 -0.700298 0.014 -0.008 0.007
C 0.274530 -2.352462 3.743900 -0.035 0.057 -0.071
C -1.256722 1.570624 4.536804 0.050 -0.114 -0.056
C -1.031443 0.959651 3.194705 -0.114 0.148 0.062
C 4.225432 -0.620296 -0.917797 0.089 0.062 0.028
H -2.030721 1.950513 -1.075318 0.015 -0.051 0.050
H 6.199022 0.196544 -1.067342 -0.006 -0.002 -0.004
H 6.653133 0.013694 1.353388 -0.005 -0.003 -0.002
C -1.859488 3.322765 8.325282 0.024 -0.115 -0.299
C 2.029607 -1.244971 -5.304264 -0.012 0.025 -0.029
C 3.252217 -1.141601 -0.067614 0.064 0.118 0.023
H -3.695358 2.092529 6.831804 0.002 -0.010 -0.013
O -0.495505 1.586375 -3.215344 0.025 -0.017 -0.052
C 5.699818 -0.308353 0.955686 0.015 0.001 0.035
C 0.252050 -4.016651 -0.825169 -0.041 -0.060 -0.044
H 4.918752 -0.887908 2.871990 0.006 0.002 -0.003
H -0.262111 -0.834785 5.267689 0.008 -0.008 -0.011
H -0.866904 -5.836662 -0.942821 0.002 0.001 -0.004
H 0.468178 -3.014124 1.643718 0.034 0.019 -0.030
H 3.308117 -2.954529 -5.152417 0.002 0.003 0.005
H 0.787295 2.191900 4.746744 -0.010 -0.005 -0.004
N -0.131880 -1.004377 1.967620 -0.085 0.147 -0.271
C 0.246580 -2.239821 2.358755 0.099 -0.149 -0.009
H 0.427434 3.227000 6.965470 -0.005 -0.002 -0.005
H 1.008077 -7.245692 -0.159805 -0.006 0.001 -0.006
C 2.365632 -5.602379 0.048747 -0.009 0.038 -0.006
C -0.399137 -0.292007 3.138237 0.122 0.004 0.007
H 4.040126 -0.524387 -1.978825 -0.004 -0.008 0.020
P 1.651095 -1.657087 -0.709468 -0.063 -0.089 -0.288
C -2.719202 2.112337 6.367055 -0.043 -0.023 -0.028
H 2.760902 -1.605662 1.989541 -0.122 -0.049 0.008
H 0.682750 0.439244 -5.133468 -0.012 0.008 0.017
H -3.342993 1.067178 4.603806 0.006 0.002 -0.003
C 1.481504 -3.437892 -0.509997 0.147 -0.059 0.093
C -1.515643 1.634291 2.094041 0.139 -0.123 -0.006
C -0.194351 2.170553 5.202990 0.048 0.010 0.056
N -1.353250 1.185874 0.783187 -0.214 0.085 -0.211
C -0.126156 -1.117635 4.235971 -0.027 -0.043 0.121
H -2.558755 3.395211 2.938929 -0.005 0.011 -0.025
H 3.067624 -3.170179 -2.716362 -0.002 0.003 -0.012
C 1.141852 -6.176972 -0.260891 -0.009 0.022 -0.002
C -2.518723 1.541165 5.121410 -0.013 0.028 0.010
C -2.281365 2.822615 2.068469 -0.079 0.152 0.025
C 3.504923 -1.222521 1.305100 0.043 0.006 -0.002
C 4.727920 -0.814641 1.809785 -0.011 0.007 -0.042
H -0.573428 -3.405565 -1.177399 0.021 0.024 0.016
C -2.005325 2.056508 -0.000395 0.133 -0.129 -0.039
C 1.101656 -0.479004 -3.248900 0.132 -0.212 -0.110
C -2.599591 3.077626 0.754715 -0.004 0.030 0.079
O 0.843636 1.040619 -1.186986 -0.007 0.094 -0.213
C 5.447404 -0.207531 -0.402825 -0.066 -0.017 -0.016
```
Forces are in eV/Å.

Values from the calculation:
multiplicity = 5
HOMO (spin up / spin down) = -10.94 / -10.91 eV
E_tot = -97699.9894 eV
frontier orbital gap (spin up / spin down) = 6.2 / 6.8 eV
total charge = +1
⟨S²⟩ = 6.09